C27H42AsMnN3OS2Si | the ωB97M-V functional and the def2-TZVPD basis

Last column: Löwdin charge in e.
CARTESIAN COORDINATES (ANGSTROEM)
Mn 1.2466 0.5255 0.5905  0.172
N 2.5139 -1.1997 0.2714  -0.058
C 3.7341 -0.8992 1.0635  -0.242
C 3.3228 -0.5719 2.4956  -0.162
N 2.1838 0.3649 2.4711  -0.118
C 2.2910 1.6869 3.1204  -0.168
C 2.2444 2.7865 2.0699  -0.227
N 1.0738 2.5523 1.1884  -0.056
H 2.7505 -1.1213 -0.7128  0.066
H 2.2333 -2.1640 0.4563  0.011
H 4.4437 -1.7317 1.0469  0.116
H 4.2110 -0.0386 0.5970  0.050
H 3.0049 -1.4871 3.0030  0.118
H 4.1664 -0.1715 3.0623  0.118
H 1.3704 -0.1004 2.8599  0.062
H 1.4310 1.8063 3.7858  0.119
H 3.1875 1.7704 3.7389  0.118
H 2.2273 3.7708 2.5509  0.116
H 3.1289 2.7389 1.4355  0.072
H 0.1951 2.7877 1.6407  0.095
H 1.1643 3.1121 0.3473  0.064
S 2.9294 1.5117 -0.9327  0.679
C 2.3446 1.4102 -2.5921  -0.661
C 3.2150 1.6912 -3.6540  -0.129
C 2.7887 1.6130 -4.9657  -0.094
C 1.4820 1.2412 -5.2718  -0.098
C 0.6090 0.9567 -4.2358  -0.130
C 1.0315 1.0482 -2.9125  -0.410
As -0.0945 0.7191 -1.3921  1.323
C -1.2034 2.3187 -1.3030  -0.346
C -1.2875 3.2589 -2.3237  -0.079
C -2.0871 4.3842 -2.1688  -0.081
C -2.8065 4.5755 -0.9988  -0.089
C -2.7165 3.6459 0.0279  -0.079
C -1.9103 2.5266 -0.1212  -0.142
C -1.3721 -0.5747 -2.0865  -0.352
C -0.9168 -1.6330 -2.8673  -0.143
C -1.7915 -2.6210 -3.2942  -0.090
C -3.1322 -2.5628 -2.9390  -0.090
C -3.5946 -1.5052 -2.1703  -0.084
C -2.7209 -0.5122 -1.7502  -0.095
H 4.2370 1.9686 -3.4284  0.094
H 3.4869 1.8345 -5.7636  0.100
H 1.1548 1.1726 -6.3007  0.097
H -0.4120 0.6594 -4.4517  0.105
H -0.7211 3.1226 -3.2367  0.097
H -2.1455 5.1148 -2.9656  0.103
H -3.4301 5.4530 -0.8836  0.101
H -3.2681 3.7925 0.9488  0.104
H -1.8070 1.8087 0.6847  0.066
H 0.1315 -1.6860 -3.1548  0.109
H -1.4255 -3.4361 -3.9057  0.104
H -3.8168 -3.3324 -3.2716  0.101
H -4.6411 -1.4483 -1.8984  0.104
H -3.0967 0.3133 -1.1577  0.096
C -0.0713 -3.4600 -0.2324  -0.411
S 0.7620 -3.9361 1.2971  0.754
C 0.0333 -5.5556 1.5739  -0.415
H -1.1541 -3.5105 -0.1190  0.035
H 0.2334 -4.0741 -1.0794  0.046
H 0.1896 -2.4178 -0.4240  0.001
H 0.2880 -6.2467 0.7707  0.035
H -1.0511 -5.4735 1.6560  0.035
H 0.4294 -5.9422 2.5105  0.030
C -2.6504 0.7533 3.1550  -0.177
Si -1.3786 -0.5729 2.7222  0.229
C -2.3389 -2.0528 2.0811  -0.164
C -0.5735 -1.1074 4.3479  -0.173
O -0.2704 0.0124 1.7212  -0.445
H -3.3126 0.4129 3.9543  0.026
H -3.2827 1.0023 2.2989  0.016
H -2.1662 1.6738 3.4926  0.023
H -3.2324 -2.2185 2.6880  0.032
H -1.7251 -2.9519 2.1365  -0.015
H -2.6540 -1.9067 1.0430  0.017
H -1.3032 -1.5219 5.0474  0.028
H -0.0832 -0.2703 4.8540  0.020
H 0.1748 -1.8826 4.1591  0.016

Forces on atoms 1 to 3 (eV/Å):
Mn 0.216 0.210 -0.142
N 0.116 -0.199 0.147
C -0.085 -0.072 0.144

Values from the calculation:
* total charge: 0
* E_LUMO (alpha / beta): 0.6 / 0.6 eV
* spin multiplicity: 2
* ΔE to the lowest compared entry with this formula, charge and spin: 0.790 eV
* Kohn-Sham gap (alpha / beta): 7.66 / 7.62 eV

***

C50H41Br4F3IrN2O2S2SbSi | the ωB97M-V functional and the def2-TZVPD basis

Last column: Löwdin charge in e.
CARTESIAN COORDINATES (ANGSTROEM)
Ir 14.2550 15.4595 8.3404  0.771
Br 7.9599 12.8697 5.9599  0.833
C 9.2581 14.0413 6.4763  -0.804
C 8.9485 15.2881 7.0667  -0.775
Br 7.2050 15.8064 7.1098  0.854
C 9.9188 16.0421 7.6986  -0.614
Br 9.5948 17.7659 8.4932  0.775
C 11.2590 15.6685 7.6071  -0.378
O 12.1870 16.3490 8.2176  -0.205
C 11.6444 14.4726 6.8597  -0.382
O 12.8624 14.1171 6.8409  -0.195
C 10.5714 13.6905 6.3292  -0.633
Br 11.0196 12.0723 5.4872  0.837
S 14.6274 15.6782 10.8691  0.721
C 14.4120 17.3735 10.8700  -0.570
N 14.0790 18.0133 12.1005  -0.133
C 14.1861 19.4211 12.1048  -0.129
C 13.6236 20.0103 10.7776  -0.104
N 14.4932 19.5474 9.7609  -0.112
C 15.3011 20.5514 9.0224  -0.084
C 16.6733 20.8382 9.6547  -0.209
C 17.7922 20.2257 9.1042  -0.059
C 19.0233 20.4444 9.6054  -0.078
C 19.1841 21.3801 10.6369  -0.071
C 18.0789 22.0251 11.1644  -0.067
C 16.7644 21.7112 10.7297  -0.035
C 14.6151 18.2213 9.7478  -0.560
S 15.1119 17.4893 8.2155  0.716
C 13.7854 17.2588 13.3204  -0.111
C 12.3440 16.7417 13.4008  -0.202
C 11.3565 17.5118 12.8369  -0.039
C 9.9914 17.1640 12.9165  -0.057
C 9.6446 15.9441 13.5057  -0.100
C 10.6479 15.1559 14.0472  -0.098
C 11.9564 15.5195 13.9913  -0.044
H 15.1942 19.7274 12.1556  0.112
H 13.6377 19.8700 12.9778  0.156
H 13.6801 21.1182 10.7515  0.136
H 12.6143 19.6933 10.5576  0.130
H 14.6443 21.4263 8.9842  0.129
H 15.4522 20.2933 7.9598  0.117
H 17.6420 19.5439 8.2752  0.110
H 19.9273 19.9391 9.2316  0.118
H 20.2025 21.7466 10.8574  0.119
H 18.1277 22.6747 12.0142  0.098
H 15.8632 22.2543 11.0991  0.126
H 13.9798 18.0220 14.0922  0.137
H 14.4765 16.3329 13.3039  0.114
H 11.5757 18.4254 12.2990  0.098
H 9.1761 17.7883 12.5245  0.114
H 8.7019 15.4577 13.4459  0.102
H 10.3299 14.3018 14.6928  0.130
H 12.7400 14.9853 14.5177  0.114
F 16.1959 7.7242 6.4551  0.109
C 15.6638 8.7520 7.0699  -0.287
C 16.0295 9.0176 8.3599  0.002
C 15.4638 10.0952 9.0515  -0.098
C 14.5011 10.8976 8.4168  -0.380
C 14.2096 10.6554 7.0787  -0.158
C 14.6994 9.5427 6.3845  0.035
Sb 14.0071 12.7080 9.3283  1.555
C 14.6852 12.4615 11.3296  -0.414
C 13.8815 11.7057 12.2222  -0.087
C 14.2408 11.6645 13.5509  -0.013
C 15.2679 12.4126 14.0683  -0.281
F 15.4104 12.4869 15.4008  0.084
C 16.1516 13.0173 13.1928  0.017
C 15.8620 13.0259 11.7938  -0.168
C 11.8861 12.7627 9.7569  -0.351
C 10.9039 11.8778 9.3147  -0.093
C 9.5546 12.1325 9.6093  0.004
C 9.2398 13.2451 10.3373  -0.286
F 7.9663 13.4755 10.6489  0.091
C 10.1784 14.1897 10.6530  -0.006
C 11.4992 13.9105 10.4332  -0.147
H 16.8352 8.5070 8.8829  0.128
H 15.6657 10.2817 10.0826  0.083
H 13.6945 11.3897 6.4390  0.046
H 14.3203 9.2696 5.4202  0.117
H 12.9894 11.2169 11.8968  0.100
H 13.5969 11.1182 14.2307  0.128
H 16.9608 13.5606 13.5976  0.108
H 16.5307 13.5166 11.0921  0.081
H 11.1755 11.0292 8.6692  0.107
H 8.8279 11.5238 9.0871  0.121
H 9.8276 15.0873 11.1458  0.107
H 12.2129 14.7042 10.7682  0.061
C 15.5435 16.2117 5.1163  -0.189
Si 15.9039 15.0977 6.6442  0.428
C 15.9419 13.3441 5.9720  -0.194
C 17.5621 15.4260 7.4885  -0.328
C 18.5508 15.6822 6.5137  -0.104
C 19.7649 16.2696 6.8832  -0.058
C 20.0327 16.4540 8.2767  -0.073
C 19.0949 16.0640 9.2030  -0.092
C 17.7978 15.6709 8.8422  -0.128
H 16.4434 16.0338 4.4522  0.049
H 15.5438 17.2563 5.2859  -0.008
H 14.6239 15.8040 4.6751  0.039
H 16.4296 13.1972 5.0122  0.045
H 14.9144 12.9345 5.8111  0.019
H 16.4342 12.6985 6.6633  0.018
H 18.3417 15.3950 5.4382  0.114
H 20.5213 16.3779 6.1639  0.085
H 21.0694 16.8150 8.5048  0.122
H 19.3488 16.2794 10.1764  0.077
H 16.9688 15.5854 9.6001  0.041

Forces on atoms 1 to 3 (eV/Å):
Ir -1.090 -0.857 0.714
Br -1.057 -0.534 -0.324
C 1.327 0.144 -0.042

Values from the calculation:
* total charge: +1
* E_LUMO (alpha / beta): -2.5 / -5.2 eV
* spin multiplicity: 6
* Kohn-Sham gap (alpha / beta): 7.44 / 5.68 eV

***

C5H14S | the ωB97M-V functional and the def2-TZVPD basis

Last column: Löwdin charge in e.
CARTESIAN COORDINATES (ANGSTROEM)
C -0.8440 1.7284 -0.7865  -0.169
C -1.4386 3.0568 -1.3749  -0.154
H 0.0625 1.4668 -1.3942  0.066
H -0.4973 2.1538 0.2015  0.068
H -1.5562 0.8727 -0.6485  0.053
H -0.7553 3.7157 -1.8105  0.045
H -1.9831 3.7200 -0.7219  0.073
H -1.7980 2.7495 -2.3027  0.041
C 1.4431 -1.3958 0.7035  -0.474
C 2.2508 -0.7224 1.7641  -0.175
C -1.1634 -2.5890 0.0039  -0.340
S -0.1306 -2.0815 1.4057  1.120
H 1.0714 -0.9271 -0.3818  0.152
H 2.1135 -2.2794 0.2594  0.152
H 2.3985 0.3028 1.4910  0.075
H 3.2849 -1.2560 1.9334  0.136
H -0.7043 -2.4035 -0.9977  0.063
H -1.4947 -3.6721 0.0645  0.085
H -2.0447 -1.8376 -0.1650  0.102
H 1.7855 -0.6022 2.7565  0.080

Forces on atoms 1 to 3 (eV/Å):
C 0.993 2.101 1.177
C 0.413 -1.690 0.204
H -0.896 -0.130 0.581

Values from the calculation:
* total charge: +1
* E_LUMO (alpha / beta): -3.3 / -8.2 eV
* spin multiplicity: 2
* ΔE to the lowest compared entry with this formula, charge and spin: 1.834 eV
* Kohn-Sham gap (alpha / beta): 10.62 / 5.73 eV